C20H30ClFN4NaOPSSi2 | ωB97M-V/def2-TZVPD

Computed properties:
**E_LUMO**: -0.1104 Ha
**Gap between HOMO and LUMO**: 1.732 eV
**Strongest force on any atom**: 7.5 eV/Å

Each line ends with the Mulliken charge.
Element x y z (Å)
Cl -9.2984 -3.5922 -2.9092  -0.23
S -2.9310 -5.1606 2.2497  0.18
P -9.2217 -3.8704 -0.7941  0.35
Si 5.5410 4.8256 -0.2681  0.19
Si 3.0815 4.6972 1.4948  0.16
Na 1.2548 -4.4046 -0.8675  0.91
F -4.5977 -2.6296 -1.4413  -0.17
O -10.4356 -5.1104 -0.4140  -0.53
N -4.1540 -3.8979 2.0433  -0.46
N 4.8022 4.5061 1.2802  -0.28
N -3.4441 -6.6297 1.4000  -0.46
N 3.0014 -2.8121 1.4200  -0.42
C -5.8125 -6.9921 -0.2130  -0.55
C 2.5085 6.4603 1.2086  -1.06
C 5.3310 6.6060 -0.8211  -1.06
C -3.3385 -2.8581 -1.8374  0.12
C -6.5272 -3.8437 0.7018  -0.51
C -7.5627 -4.7076 -0.2547  0.16
C 2.6279 4.2662 3.2806  -0.91
C 2.0816 3.5479 0.4016  -1.00
C -7.2165 -6.2431 -0.7134  -0.22
C 3.0256 -1.7702 1.9370  0.29
C -4.7528 -6.2086 0.7660  0.59
C -2.5255 -3.6967 -1.0829  0.06
C -0.7303 -3.3305 -2.6578  -0.03
C 4.9071 3.6918 -1.6219  -1.04
C -1.2159 -3.9390 -1.4978  -0.02
C 7.4028 4.5199 -0.1379  -1.00
C -5.1475 -4.6411 1.1692  0.44
C -2.8654 -2.2532 -2.9965  -0.50
C 3.0561 -0.4515 2.5913  -0.66
C -1.5526 -2.4863 -3.4055  -0.74
H -2.9173 -4.1539 -0.1802  0.03
H -6.7986 -2.7496 1.0271  0.32
H 7.6091 3.4823 0.1388  0.24
H 2.1111 3.8542 -0.6462  0.34
H 2.5287 6.7269 0.1500  0.31
H 4.3054 6.8183 -1.1281  0.32
H 5.6083 7.2990 -0.0212  0.25
H -5.5668 -8.0922 -0.5572  0.29
H 1.5460 4.3833 3.4276  0.27
H -3.5210 -1.6069 -3.5706  0.43
H 3.1380 4.9292 3.9830  0.25
H 2.4466 2.5196 0.4774  0.16
H 0.2926 -3.5162 -2.9785  0.17
H 4.9307 2.6467 -1.2986  0.21
H -0.5747 -4.5992 -0.9192  0.25
H 3.8876 3.9445 -1.9194  0.31
H 1.0323 3.5536 0.7115  0.37
H 5.5364 3.7826 -2.5129  0.37
H 5.9756 6.8111 -1.6815  0.36
H 7.8556 5.1793 0.6075  0.25
H 2.3037 0.2253 2.1729  0.21
H 3.1331 7.1682 1.7622  0.25
H 2.8601 -0.5284 3.6660  0.31
H -10.1916 -5.3552 0.5478  0.35
H 2.8910 3.2323 3.5113  0.13
H 1.4768 6.5803 1.5536  0.35
H 7.8805 4.7176 -1.1023  0.27
H -7.9297 -6.8696 -1.3993  0.31
H -1.1711 -2.0105 -4.3057  0.39
H 4.0300 0.0357 2.4743  0.30